Entry 1:
{"formula": "C30H54N7O7S2", "method": "ωB97M-V with the def2-TZVPD basis set", "e_homo_ev": -10.1, "total_energy_ev": -78412.7425, "charge": 1, "e_lumo_ev": -4.036, "symbols": ["C", "C", "N", "C", "C", "C", "C", "C", "C", "C", "C", "C", "N", "C", "S", "O", "O", "C", "C", "C", "S", "H", "H", "H", "H", "H", "H", "H", "H", "H", "H", "H", "H", "H", "H", "H", "H", "H", "H", "H", "C", "O", "N", "C", "C", "H", "H", "H", "H", "H", "H", "H", "C", "O", "N", "C", "C", "H", "H", "H", "H", "H", "H", "H", "C", "O", "N", "C", "C", "H", "H", "H", "H", "H", "H", "H", "C", "O", "N", "C", "C", "H", "H", "H", "H", "H", "H", "H", "C", "O", "N", "C", "C", "H", "H", "H", "H", "H", "H", "H"], "coordinates": [[6.975611, -2.425624, 2.188300], [7.183251, -2.502499, 0.699337], [7.921457, -3.427850, 0.250013], [6.481392, -1.484007, -0.193600], [5.181523, -0.998442, 0.405065], [5.092740, 0.306076, 1.000083], [6.285185, 1.217870, 1.011269], [3.913459, 0.732692, 1.604794], [3.787516, 2.096670, 2.241166], [2.796090, -0.127658, 1.611666], [1.544721, 0.215191, 2.195485], [0.487859, -0.613370, 2.127586], [0.590730, -1.831620, 1.512451], [-0.568944, -2.719652, 1.366380], [-1.603761, -2.872690, 2.827978], [-2.353725, -1.660757, 2.961785], [-2.307131, -4.103002, 2.636831], [1.743920, -2.209913, 0.984963], [2.879405, -1.412637, 1.006932], [4.101145, -1.849258, 0.407779], [4.146629, -3.482664, -0.269386], [6.757019, -1.414762, 2.529212], [6.163890, -3.091658, 2.483434], [7.878360, -2.769832, 2.685289], [7.959350, -3.384514, -0.769885], [7.152152, -0.659167, -0.402580], [6.280960, -1.954620, -1.155562], [6.772155, 1.193504, 1.989209], [7.033535, 1.026526, 0.245150], [5.966904, 2.244018, 0.848577], [4.453156, 2.821699, 1.794577], [2.781477, 2.475204, 2.071960], [3.946014, 2.049392, 3.318141], [1.440255, 1.164540, 2.691895], [-0.473356, -0.338211, 2.533840], [-0.217840, -3.712672, 1.110878], [-1.228869, -2.347760, 0.582626], [-0.767193, -3.054815, 3.883163], [1.778579, -3.171694, 0.509412], [4.833408, -3.283246, -1.398350], [-4.090022, 2.013690, 0.417727], [-4.440033, 3.059916, -0.091792], [-4.837865, 0.898282, 0.479942], [-4.351970, -0.314950, 1.102850], [-6.173093, 0.927423, -0.101561], [-3.095215, 1.891796, 0.886243], [-4.336634, -1.130466, 0.373974], [-4.998623, -0.601713, 1.933728], [-3.348895, -0.157386, 1.481510], [-6.112344, 1.167997, -1.160989], [-6.773946, 1.696259, 0.384142], [-6.653628, -0.038904, 0.021443], [8.833102, 1.585817, -2.138818], [8.273771, 0.888349, -1.297525], [10.093437, 2.009322, -2.046002], [10.709583, 2.833461, -3.071956], [10.876641, 1.630789, -0.877538], [8.321025, 1.917803, -3.053635], [11.579300, 2.325052, -3.489074], [11.027611, 3.786088, -2.647236], [9.997275, 3.024737, -3.871028], [10.947083, 0.545592, -0.808757], [10.398887, 1.999388, 0.029858], [11.872936, 2.054937, -0.960545], [0.660642, -4.607966, -1.230266], [-0.007331, -3.606219, -1.442573], [0.244306, -5.866512, -1.404739], [1.092977, -7.009112, -1.113909], [-1.104576, -6.092008, -1.910576], [1.686694, -4.523039, -0.830721], [1.246024, -7.604584, -2.014381], [0.631073, -7.638355, -0.351943], [2.061500, -6.669176, -0.751064], [-1.222124, -5.623152, -2.886699], [-1.838528, -5.654528, -1.233880], [-1.282032, -7.160010, -1.995982], [-8.579510, 1.565491, -3.680039], [-8.573146, 1.117497, -2.548228], [-8.065874, 2.758051, -4.029748], [-8.104551, 3.243590, -5.394173], [-7.457283, 3.586619, -2.998767], [-9.023600, 1.017752, -4.528201], [-7.092303, 3.416196, -5.765129], [-8.661609, 4.180662, -5.448453], [-8.591324, 2.510218, -6.033581], [-6.622399, 3.065168, -2.530645], [-8.187763, 3.818612, -2.223433], [-7.098894, 4.510131, -3.445216], [-10.458339, 4.918120, 2.214018], [-10.424732, 5.856386, 1.444461], [-9.408060, 4.116781, 2.484853], [-9.499984, 3.008447, 3.410384], [-8.146519, 4.386012, 1.815312], [-11.371646, 4.637771, 2.766542], [-8.796045, 3.140264, 4.235263], [-9.272866, 2.067978, 2.902924], [-10.507232, 2.950171, 3.817477], [-7.799957, 5.390731, 2.057369], [-8.281917, 4.321999, 0.735352], [-7.400065, 3.661010, 2.130856]], "atomic_forces_ev_per_a": [[0.3, 0.1, 0.0], [0.1, -0.3, 0.0], [0.0, 0.2, -0.2], [-0.3, 0.0, 0.2], [0.3, 0.0, -0.1], [-0.3, -0.1, 0.1], [0.0, 0.2, -0.1], [0.2, 0.1, -0.1], [-0.4, -0.3, -0.3], [0.0, -0.2, 0.0], [0.6, 0.1, -0.1], [-0.5, 0.3, 0.1], [0.0, 0.0, 0.1], [0.4, 0.2, 0.3], [-1.3, -0.6, -0.5], [0.6, 0.3, 0.5], [0.3, -0.1, 0.1], [0.2, -0.1, -0.1], [0.2, 0.1, 0.0], [-0.1, 0.4, -0.1], [0.0, -0.4, 0.3], [-0.1, 0.0, 0.0], [-0.1, 0.1, 0.0], [0.0, -0.1, 0.0], [0.1, -0.1, 0.0], [0.1, 0.0, 0.0], [0.1, 0.1, -0.1], [0.0, 0.0, 0.1], [-0.2, -0.2, 0.2], [0.0, 0.1, 0.0], [0.2, 0.0, 0.1], [0.0, 0.1, 0.1], [0.1, 0.1, 0.0], [-0.2, 0.0, 0.1], [-0.1, -0.2, 0.0], [-0.1, 0.0, 0.0], [-0.1, -0.1, 0.0], [0.2, 0.3, -0.1], [-0.2, -0.1, 0.0], [0.0, 0.2, 0.0], [0.0, 0.1, 0.0], [0.0, 0.0, 0.0], [0.0, -0.1, 0.1], [-0.3, 0.2, -0.3], [0.1, 0.1, 0.0], [0.0, 0.0, 0.0], [0.0, -0.1, 0.1], [0.1, -0.1, 0.0], [0.0, 0.1, 0.0], [-0.1, 0.0, 0.0], [-0.1, 0.0, -0.1], [0.0, 0.0, 0.0], [-0.1, -0.1, 0.0], [0.2, 0.1, -0.3], [0.1, 0.1, 0.0], [0.0, -0.1, 0.1], [-0.1, 0.0, 0.0], [0.0, 0.0, 0.0], [0.0, 0.0, 0.0], [0.0, 0.0, 0.0], [0.0, 0.0, 0.0], [0.0, 0.0, 0.0], [0.0, 0.0, 0.0], [0.0, 0.0, 0.0], [0.1, -0.1, 0.1], [-0.1, 0.2, 0.1], [0.0, 0.0, 0.0], [-0.1, 0.0, -0.1], [0.0, 0.1, 0.0], [0.0, -0.3, -0.2], [0.0, 0.0, 0.0], [0.0, 0.0, 0.0], [0.0, 0.0, 0.0], [0.0, 0.0, 0.0], [0.0, 0.0, 0.0], [0.0, 0.0, 0.0], [-0.1, 0.0, 0.0], [0.1, 0.0, 0.1], [0.1, 0.1, -0.1], [0.0, 0.1, 0.2], [-0.1, -0.1, 0.0], [0.0, 0.0, 0.0], [0.0, 0.0, -0.1], [0.0, 0.0, -0.1], [0.0, 0.0, 0.0], [0.0, 0.1, 0.0], [0.0, 0.0, 0.0], [0.0, 0.0, 0.0], [-0.1, 0.0, 0.0], [0.0, 0.0, 0.0], [0.1, -0.1, 0.1], [0.1, 0.1, -0.1], [-0.2, 0.1, 0.0], [0.0, 0.0, 0.0], [0.0, 0.0, 0.0], [0.0, 0.0, 0.0], [0.0, 0.0, 0.0], [0.0, 0.0, -0.1], [0.1, 0.0, 0.0], [0.0, 0.0, 0.0]]}



Entry 2:
{"formula": "BHN2O6", "method": "ωB97M-V with the def2-TZVPD basis set", "e_homo_ev": [-11.1, -11.1], "e_above_lowest_kj_mol": 34.3, "total_energy_ev": -15953.9913, "e_lumo_ev": [-1.534, -1.534], "symbols": ["B", "N", "N", "O", "O", "O", "O", "O", "O", "H"], "coordinates": [[0.376515, -0.215707, 0.194524], [1.519885, 2.112833, 1.235180], [-1.979708, -0.572541, -0.620592], [-2.687076, -0.477987, 0.319775], [2.355612, 2.017744, 0.507288], [-2.176818, -0.446776, -1.775552], [1.562075, -0.850638, 0.225448], [0.214082, 1.077528, 0.566236], [-0.606908, -0.951289, -0.376481], [1.422340, -1.693167, -0.275827]], "atomic_forces_ev_per_a": [[0.5, 2.7, 0.8], [-0.8, -2.0, -1.8], [1.6, 0.4, 0.2], [-0.2, -0.1, 0.5], [0.2, 0.7, 0.7], [-0.7, 0.1, -0.8], [0.8, -1.8, -0.6], [-0.1, 0.8, 1.0], [-2.1, -1.7, -0.6], [0.6, 0.8, 0.8]]}



Entry 3:
{"formula": "C5H6N2", "method": "ωB97M-V with the def2-TZVPD basis set", "e_homo_ev": -9.9, "e_above_lowest_kj_mol": 463.8, "total_energy_ev": -8257.5514, "e_lumo_ev": 0.901, "symbols": ["N", "C", "C", "C", "C", "C", "N", "H", "H", "H", "H", "H", "H"], "coordinates": [[2.024023, -0.785150, 0.521582], [1.759074, -0.352970, 1.610656], [0.693704, 0.543428, 0.533101], [0.374023, 0.535709, -0.984018], [-1.048904, 0.250426, -0.535561], [-1.104460, -0.979473, 0.257245], [-0.683733, 0.254185, 0.933545], [1.014981, 1.518547, 0.889435], [0.841797, -0.217201, -1.618564], [0.518986, 1.528545, -1.414278], [-1.930394, 0.781798, -0.879681], [-0.369038, -1.765658, 0.092018], [-2.076483, -1.313535, 0.606995]], "atomic_forces_ev_per_a": [[-0.4, 0.6, 1.7], [0.6, -0.8, -1.5], [-0.1, 0.4, -0.2], [0.0, 0.0, -0.1], [-0.3, 0.1, -0.3], [0.0, -0.2, -0.1], [0.1, 0.1, 0.3], [0.0, -0.2, 0.0], [-0.1, 0.1, 0.1], [0.0, -0.1, 0.1], [0.1, -0.1, 0.0], [-0.1, 0.2, 0.0], [0.2, 0.0, -0.1]]}



Entry 4:
{"formula": "C3H8N2O2", "method": "ωB97M-V with the def2-TZVPD basis set", "e_homo_ev": -9.5, "e_above_lowest_kj_mol": 305.9, "total_energy_ev": -10313.7814, "e_lumo_ev": 0.006, "smiles": "C=N[C@H](N)O.C=O", "symbols": ["N", "C", "O", "N", "C", "C", "O", "H", "H", "H", "H", "H", "H", "H", "H"], "coordinates": [[-1.544242, -0.107240, -1.908192], [-0.394458, -0.562060, -1.164835], [-0.795624, -1.434660, -0.157164], [0.489776, 0.548446, -0.735959], [1.495423, 0.223145, -0.040714], [0.239737, 0.637280, 2.060261], [-0.113638, -0.503782, 2.256038], [-2.341146, 0.037698, -1.297793], [-1.329744, 0.755603, -2.398212], [0.258003, -1.100359, -1.862675], [2.236001, 0.983990, 0.218195], [1.673347, -0.791785, 0.340456], [-0.356950, 1.364469, 1.484714], [1.198382, 1.008328, 2.458151], [-0.714866, -1.059075, 0.747727]], "atomic_forces_ev_per_a": [[0.0, 0.2, 0.1], [0.2, -0.1, -0.4], [0.0, 0.0, 0.2], [0.2, 0.0, 0.1], [0.2, 0.0, -0.4], [-0.3, 0.0, 0.5], [0.1, 0.5, 0.3], [0.1, 0.0, 0.0], [-0.1, -0.1, 0.1], [-0.2, -0.3, 0.0], [-0.1, 0.0, 0.0], [0.1, 0.1, -0.3], [0.0, -0.1, 0.2], [0.0, 0.0, 0.1], [-0.1, -0.1, -0.6]]}